Formula: C5H15NOS
Source: the OMol25 dataset
Level of theory: ωB97M-V/def2-TZVPD

Computed properties:
relative energy (zero: lowest compared OMol25 entry of this formula, charge and spin)	2.188	eV
calculated total energy	-19799.149	eV
multiplicity	1
E_LUMO	0.651	eV
frontier orbital gap	0.3409	Eh

```
23
Properties=species:S:1:pos:R:3:forces:R:3:lowdin_charge:R:1
C 1.574 -0.068 1.771 -0.16 0.64 -1.07 -0.281
C 1.637 1.402 1.295 -0.24 0.56 0.38 -0.600
S 3.257 1.941 0.734 0.64 0.04 -0.21 0.687
N 0.152 -0.491 1.843 -0.44 -0.26 0.29 -0.015
H 2.074 -0.158 2.737 -0.08 -0.02 0.04 0.107
H 2.112 -0.710 1.063 -0.25 0.10 0.08 0.106
H 1.380 2.081 2.130 0.20 -0.37 -0.15 0.073
H 0.932 1.694 0.510 -0.02 -0.78 0.21 0.042
H 3.114 1.790 -0.606 -0.17 -0.09 0.46 -0.137
H 0.083 -1.403 2.294 -0.07 0.19 -0.08 0.107
H -0.730 -0.211 0.628 1.12 3.62 -1.33 0.222
H -0.342 0.182 2.434 0.04 -0.26 -0.05 0.108
C -1.578 0.704 -1.275 1.36 0.79 -0.97 -0.376
O -0.796 0.941 -0.136 -0.92 -3.58 2.15 -0.278
C -1.993 -0.726 -1.482 0.06 -0.53 0.04 -0.268
C -0.809 -1.670 -1.808 -0.64 -0.06 -0.06 -0.112
H -0.873 0.900 -2.107 -0.44 0.22 -0.31 0.105
H -2.396 1.439 -1.401 0.01 -0.42 0.37 0.108
H -2.707 -0.762 -2.319 0.09 -0.12 0.29 0.108
H -2.491 -1.103 -0.577 -0.17 0.09 -0.13 0.102
H -0.005 -1.670 -1.061 -0.28 0.09 -0.06 0.057
H -0.373 -1.417 -2.776 0.04 0.07 0.06 0.069
H -1.221 -2.685 -1.894 0.33 0.09 0.06 0.067
```
Forces are in eV/Å.

***

Formula: C18H38FNO11S
Source: the OMol25 dataset
Level of theory: ωB97M-V/def2-TZVPD

Computed properties:
SMILES	O=COCCN(C[C@@H]1CO1)S(=O)(=O)F.COCCOCCOC.COCCOCCOC
calculated total energy	-56838.553	eV
multiplicity	1
E_LUMO	0.251	eV
frontier orbital gap	0.3427	Eh

```
70
Properties=species:S:1:pos:R:3:forces:R:3:lowdin_charge:R:1
O -2.104 3.826 0.964 -0.21 0.13 0.04 0.140
C -1.177 3.201 0.573 0.02 -0.19 -0.25 -0.336
O -0.177 3.750 -0.190 0.24 -0.02 0.35 -0.057
C 0.989 4.021 0.592 -0.09 0.09 0.39 -0.155
C 1.857 2.822 0.921 -0.18 0.31 -0.34 -0.174
N 2.532 2.274 -0.297 0.29 -0.44 0.61 -0.167
C 3.805 2.978 -0.504 0.60 0.29 -0.54 -0.154
C 4.340 2.839 -1.932 1.03 0.39 -1.34 -0.317
C 3.608 3.665 -3.065 -1.95 -0.84 2.92 0.030
O 3.558 2.132 -2.768 -0.50 0.61 0.29 -0.094
S 2.795 0.670 0.096 0.04 -0.10 0.76 0.591
O 1.565 -0.034 0.106 0.09 0.11 -0.29 -0.229
O 3.659 0.592 1.230 0.04 -0.12 -0.25 -0.239
F 3.636 0.190 -1.112 -0.16 0.09 -0.02 -0.088
H -1.053 2.121 0.752 0.04 0.02 0.01 0.146
H 1.544 4.798 0.069 -0.01 -0.08 -0.11 0.128
H 0.681 4.435 1.560 0.01 0.18 -0.10 0.137
H 2.603 3.137 1.658 0.02 -0.06 -0.02 0.136
H 1.264 2.039 1.393 -0.07 0.03 -0.08 0.113
H 3.648 4.042 -0.326 -0.07 -0.07 0.22 0.129
H 4.581 2.629 0.184 -0.09 0.03 0.12 0.128
H 5.425 2.810 -2.004 -0.03 -0.37 -0.14 0.140
H 2.802 3.712 -3.795 1.59 0.37 -1.74 0.122
H 2.976 4.171 -2.290 -0.63 -0.32 -0.24 0.062
C -4.059 1.212 -6.790 0.02 0.08 0.01 -0.117
O -3.555 1.168 -5.477 0.06 -0.16 -0.03 -0.196
C -4.485 0.616 -4.564 0.06 0.14 -0.04 -0.210
C -3.797 0.176 -3.292 -0.06 0.00 0.10 -0.186
O -3.140 -1.075 -3.391 -0.01 0.01 -0.02 -0.126
C -1.904 -1.101 -4.089 0.03 -0.11 -0.03 -0.182
C -0.747 -0.519 -3.310 0.06 0.12 -0.09 -0.201
O -0.760 0.895 -3.373 -0.15 0.00 0.11 -0.184
C -0.002 1.476 -2.336 0.01 -0.05 -0.30 -0.110
H -4.965 1.827 -6.852 -0.01 -0.02 -0.01 0.087
H -3.290 1.654 -7.421 0.00 0.01 0.01 0.087
H -4.287 0.206 -7.161 -0.04 0.01 0.00 0.088
H -4.993 -0.246 -5.016 -0.02 -0.01 0.03 0.129
H -5.238 1.377 -4.316 -0.07 -0.07 -0.01 0.128
H -4.572 0.027 -2.537 0.01 -0.01 0.01 0.127
H -3.120 0.956 -2.935 0.02 0.02 -0.10 0.123
H -1.988 -0.620 -5.066 0.03 0.09 0.04 0.123
H -1.695 -2.161 -4.248 -0.02 0.00 0.00 0.127
H 0.196 -0.889 -3.738 0.01 -0.06 0.07 0.130
H -0.809 -0.853 -2.266 0.00 -0.04 -0.01 0.131
H -0.415 1.205 -1.357 0.07 -0.03 0.01 0.071
H -0.048 2.556 -2.456 -0.01 0.00 -0.01 0.089
H 1.044 1.155 -2.382 -0.02 0.03 0.04 0.072
C 3.223 -2.694 3.704 0.01 0.07 0.08 -0.108
O 1.879 -2.559 4.105 -0.03 -0.21 -0.09 -0.193
C 1.066 -2.045 3.065 0.12 0.08 0.19 -0.210
C -0.394 -2.324 3.336 -0.07 0.11 -0.05 -0.181
O -0.802 -3.641 3.006 0.00 0.00 0.01 -0.124
C -0.419 -4.675 3.896 0.01 -0.10 -0.05 -0.185
C -1.225 -4.718 5.174 0.09 0.00 0.12 -0.210
O -0.762 -3.751 6.098 -0.08 0.12 -0.10 -0.197
C -1.718 -3.455 7.087 0.07 -0.03 0.05 -0.117
H 3.651 -1.729 3.405 0.00 -0.01 -0.03 0.083
H 3.782 -3.083 4.553 0.00 0.01 0.01 0.087
H 3.317 -3.395 2.866 0.01 0.03 -0.02 0.090
H 1.350 -2.490 2.104 -0.03 0.03 -0.03 0.129
H 1.224 -0.958 3.007 -0.04 -0.01 -0.15 0.121
H -0.978 -1.676 2.678 -0.01 -0.02 0.00 0.127
H -0.647 -2.075 4.369 0.09 -0.03 0.03 0.124
H 0.650 -4.634 4.119 -0.02 0.06 0.08 0.124
H -0.618 -5.601 3.353 0.01 0.01 -0.01 0.127
H -1.128 -5.717 5.623 -0.09 -0.02 -0.03 0.128
H -2.283 -4.542 4.938 0.00 -0.02 -0.02 0.129
H -2.630 -3.035 6.645 -0.02 -0.03 0.01 0.088
H -1.280 -2.718 7.757 0.01 -0.01 0.01 0.087
H -1.985 -4.347 7.667 -0.03 0.01 0.00 0.088
```
Forces are in eV/Å.

***

Formula: C30H41BCrF4N3O4PSeSi
Source: the OMol25 dataset
Level of theory: ωB97M-V/def2-TZVPD

Computed properties:
calculated total energy	-166920.056	eV
multiplicity	5
E_LUMO (spin up / spin down)	-1.994 / -1.979	eV
frontier orbital gap (spin up / spin down)	0.1227 / 0.1242	Eh

```
87
Properties=species:S:1:pos:R:3:forces:R:3:mulliken_spin:R:1
Cr -1.569 0.827 2.171 -1.44 0.33 -0.98 3.946
O -0.863 1.633 -1.308 2.01 1.01 0.62 0.012
C -0.782 0.301 -1.099 -4.48 -1.84 0.46 0.059
O 0.042 -0.391 -1.824 1.98 -0.42 -1.58 0.072
C -1.877 -0.440 -0.492 3.98 2.69 -1.39 -0.039
C -2.012 -1.787 -0.773 -1.87 -2.41 0.74 0.050
C -3.009 -2.600 -0.251 0.98 -0.30 -0.28 -0.194
C -3.831 -2.002 0.771 -0.44 2.17 0.30 0.120
C -3.634 -0.619 1.023 -1.06 -1.33 0.09 -0.121
N -2.585 0.132 0.541 -0.48 0.91 1.69 0.043
C -4.627 0.159 1.883 0.13 -1.53 0.67 -0.052
O -5.900 -0.299 1.752 -0.28 0.76 0.05 -0.006
O -4.392 0.965 2.760 0.55 -0.21 -0.88 -0.016
H 0.082 2.010 -1.324 -1.85 -0.64 0.08 0.000
H -1.327 -2.273 -1.391 0.98 -0.31 -1.22 0.089
H -3.093 -3.671 -0.629 0.02 1.58 0.88 -0.007
H -4.552 -2.530 1.413 0.13 0.20 -0.78 0.007
H -6.103 -0.504 0.830 0.32 -0.36 0.07 0.000
C -1.424 -1.218 5.265 0.84 -0.49 -0.48 -0.017
P -0.595 -0.443 3.820 1.15 -1.60 0.38 -0.032
C 0.871 0.382 4.464 -0.78 0.39 1.25 0.028
C 0.145 -1.840 2.979 -0.64 -1.09 -0.69 -0.020
C -0.745 -2.676 2.268 1.37 -0.17 0.44 -0.014
C -0.252 -3.817 1.642 -0.32 0.05 0.20 0.018
C 1.104 -4.081 1.666 1.73 -0.30 -0.40 -0.002
C 1.997 -3.269 2.370 -1.06 0.90 0.35 0.002
C 1.503 -2.147 3.035 -0.71 -0.39 -0.11 0.002
H -2.451 -1.349 4.969 -0.44 -0.43 0.10 -0.002
H -1.396 -0.500 6.069 0.05 0.04 0.59 0.003
H -0.904 -2.188 5.513 -0.69 1.13 -0.09 -0.004
H 1.237 -0.122 5.351 0.03 -0.23 0.27 -0.002
H 0.516 1.364 4.777 0.56 0.15 -0.10 -0.003
H 1.672 0.414 3.758 0.22 0.44 -0.65 0.010
H -1.792 -2.459 2.241 -0.49 0.14 -0.05 -0.023
H -0.938 -4.523 1.187 0.07 0.21 -0.24 0.003
H 1.590 -4.879 1.073 -0.81 0.18 0.46 0.000
H 3.053 -3.431 2.451 0.34 -0.43 -0.33 0.000
H 2.122 -1.504 3.626 0.57 -0.02 -0.03 0.001
F 0.399 0.803 1.155 0.30 0.32 0.37 -0.087
B 1.803 0.753 0.804 1.05 0.86 -0.77 0.069
F 1.954 -0.350 -0.064 0.09 1.17 0.57 -0.003
F 2.153 2.080 0.255 -0.84 -1.81 0.48 0.002
F 2.618 0.621 1.902 -0.15 -0.36 0.53 0.001
C -0.285 0.239 -4.584 0.12 0.65 -1.29 0.005
Si 0.938 -0.256 -3.268 0.76 -0.48 -0.36 -0.009
C 1.460 -2.081 -3.591 1.89 -0.25 0.79 0.002
C 0.314 -2.959 -3.979 -0.51 0.15 -1.21 -0.001
C 2.450 -2.151 -4.745 0.81 -0.48 -0.62 0.000
C 2.192 -2.832 -2.375 -2.77 1.04 -0.63 0.001
C 2.470 1.024 -3.299 -0.86 -0.41 1.70 0.001
C 2.018 2.329 -2.568 0.51 -0.69 0.06 0.002
C 2.850 1.523 -4.644 0.62 0.70 -2.33 0.000
C 3.726 0.463 -2.558 0.27 -0.74 -1.34 0.001
H -0.202 -0.148 -5.628 0.42 -0.11 0.83 0.000
H -0.255 1.321 -4.734 0.10 0.20 0.14 0.000
H -1.304 0.054 -4.316 -0.71 -0.37 0.49 -0.001
H 0.061 -2.811 -5.037 -0.45 0.35 0.23 0.000
H -0.529 -2.755 -3.342 -0.65 -0.44 0.13 0.002
H 0.635 -3.998 -3.971 -0.19 -0.23 0.39 0.000
H 2.037 -1.804 -5.683 -0.11 0.77 -0.24 0.000
H 2.686 -3.198 -5.038 -0.07 0.21 0.66 0.000
H 3.417 -1.669 -4.525 -0.45 -0.03 -0.26 0.000
H 1.990 -2.314 -1.457 0.45 0.31 0.65 0.000
H 3.208 -2.970 -2.604 1.32 -0.21 0.10 0.000
H 1.635 -3.764 -2.291 0.58 -0.35 0.16 0.000
H 1.217 2.886 -3.017 -0.17 0.29 -0.96 0.001
H 2.886 2.972 -2.370 -0.17 0.03 -0.29 0.000
H 1.651 2.108 -1.602 0.11 -0.35 1.08 0.000
H 1.996 2.010 -5.153 0.31 -0.06 0.26 0.000
H 3.266 0.846 -5.420 -0.24 -0.21 0.77 0.000
H 3.642 2.305 -4.525 -0.55 -0.39 -0.03 0.000
H 3.509 0.073 -1.565 0.07 0.23 -0.03 0.000
H 4.493 1.253 -2.535 -0.24 -0.10 0.30 0.000
H 4.213 -0.374 -3.159 -0.72 0.92 0.70 0.000
Se -2.105 2.459 5.385 0.91 1.13 -2.34 0.031
N -1.551 2.304 3.604 -0.09 0.78 -0.17 -0.047
C -1.494 3.508 3.013 -2.13 0.70 2.51 -0.069
C -1.484 3.812 1.621 0.83 -1.46 -0.62 0.114
C -1.692 5.106 1.236 0.47 -2.33 -0.39 0.050
C -1.777 6.116 2.188 -0.18 2.37 0.38 -0.028
C -1.946 5.934 3.519 0.99 -0.01 -0.12 0.036
C -1.887 4.594 3.938 0.11 -1.93 2.56 -0.034
N -2.130 4.235 5.241 0.04 0.08 -2.06 0.100
H -1.255 2.933 0.951 -0.43 1.39 0.12 -0.053
H -1.734 5.346 0.189 0.11 0.09 -0.21 0.003
H -1.643 7.109 1.767 -0.36 0.14 0.33 -0.002
H -1.894 6.685 4.302 -0.39 0.17 -0.46 0.001
```
Forces are in eV/Å.